# 1
ORCA calculation (ωB97M-V/def2-TZVPD) on a structure of composition C19H12Br2MoN3S.

Properties
Orbital gap (spin up / spin down), eV: 6.7 / 7.0
Total charge: +3
2S+1: 3
Highest occupied orbital energy (spin up / spin down), eV: -18.1 / -18.3
Energy above the lowest of the compared OMol25 structures with the same formula, charge and spin, kcal per mole: 0.0
E_tot, hartree: -6508.87283
Expectation value of S²: 2.018

Atoms and positions in Å:
Mo: 0.088 -0.046 -0.061
S: 0.121 -3.620 -2.264
C: -1.491 -3.610 -1.689
C: -1.784 -2.521 -0.927
C: -0.645 -1.680 -0.811
C: 0.497 -2.157 -1.499
C: 1.836 -1.512 -1.573
C: 2.926 -2.006 -2.256
C: 4.119 -1.289 -2.236
C: 4.210 -0.091 -1.537
C: 3.096 0.369 -0.868
N: 1.946 -0.331 -0.892
H: -2.143 -4.429 -1.958
H: -2.747 -2.335 -0.477
H: 2.855 -2.938 -2.801
H: 4.979 -1.672 -2.770
H: 5.127 0.480 -1.510
H: 3.097 1.293 -0.306
Br: -1.053 1.667 6.250
C: -0.716 1.146 4.525
C: -0.018 -0.036 4.261
C: 0.221 -0.381 2.956
N: -0.198 0.389 1.923
C: -0.887 1.545 2.168
C: -1.153 1.942 3.453
C: -1.318 2.286 0.957
C: -2.039 3.452 0.978
C: -2.414 4.054 -0.234
Br: -3.366 5.620 -0.225
C: -2.042 3.453 -1.441
C: -1.321 2.287 -1.401
N: -0.959 1.709 -0.231
H: 0.332 -0.673 5.061
H: 0.756 -1.289 2.703
H: -1.695 2.854 3.653
H: -2.325 3.912 1.912
H: -2.313 3.888 -2.393
H: -1.014 1.785 -2.310

Results of the Löwdin charge analysis, in e, for atoms 1 through 2:
1. Mo 1.776
2. S 1.213

***

# 2
ORCA calculation (ωB97M-V/def2-TZVPD) on a structure of composition C41H68As3N4NaO2S2.

Properties
Orbital gap, eV: 3.7
Total charge: -2
Highest occupied orbital energy, eV: 0.0
Energy above the lowest of the compared OMol25 structures with the same formula, charge and spin, kcal per mole: 0.2
E_tot, hartree: -9638.65152

Atoms and positions in Å:
Na: -0.572 -0.067 0.496
C: 1.889 0.811 5.918
C: 0.525 0.232 6.275
N: -0.581 0.900 5.609
C: -1.220 2.009 6.313
C: -0.701 3.380 5.898
C: -0.988 0.538 4.356
S: -0.177 -0.732 3.556
N: -1.997 1.331 3.916
C: -2.418 1.339 2.648
O: -2.080 0.628 1.693
C: -3.443 2.422 2.347
C: -4.258 2.957 3.335
C: -5.193 3.933 3.017
C: -5.296 4.396 1.711
C: -4.467 3.879 0.725
C: -3.547 2.886 1.041
H: 2.684 0.231 6.395
H: 1.987 1.849 6.239
H: 2.034 0.763 4.839
H: 0.346 0.301 7.352
H: 0.505 -0.819 5.993
H: -1.058 1.844 7.381
H: -2.289 1.967 6.121
H: 0.371 3.478 6.073
H: -1.213 4.165 6.462
H: -0.894 3.534 4.837
H: -4.146 2.596 4.350
H: -5.836 4.338 3.790
H: -6.020 5.165 1.463
H: -4.528 4.244 -0.293
H: -2.893 2.480 0.279
C: -4.476 -3.350 -0.931
As: -3.196 -1.866 -0.758
C: -4.526 -0.712 0.117
C: -3.383 -0.957 -2.517
C: -2.717 -1.579 -3.765
C: -2.896 -3.097 -3.818
C: -1.215 -1.236 -3.830
As: -0.091 -1.400 -2.201
C: 1.579 -1.014 -3.147
C: 0.185 -3.387 -2.264
C: -3.329 -0.918 -5.022
As: -5.130 -1.230 -5.755
C: -6.290 -1.597 -4.215
C: -4.968 -3.094 -6.364
H: -5.365 -3.034 -1.479
H: -4.757 -3.613 0.090
H: -4.036 -4.222 -1.411
H: -5.445 -0.705 -0.473
H: -4.139 0.300 0.219
H: -4.727 -1.108 1.113
H: -2.934 0.031 -2.352
H: -4.449 -0.799 -2.685
H: -2.374 -3.578 -2.990
H: -2.478 -3.498 -4.746
H: -3.947 -3.387 -3.761
H: -1.089 -0.173 -4.059
H: -0.748 -1.819 -4.633
H: 1.620 -1.595 -4.072
H: 2.425 -1.282 -2.511
H: 1.597 0.058 -3.346
H: 0.161 -3.761 -3.291
H: -0.561 -3.918 -1.669
H: 1.169 -3.593 -1.836
H: -2.700 -1.153 -5.890
H: -3.261 0.166 -4.900
H: -6.461 -0.687 -3.644
H: -5.880 -2.361 -3.557
H: -7.245 -1.940 -4.616
H: -4.045 -3.205 -6.933
H: -5.809 -3.316 -7.022
H: -4.959 -3.802 -5.537
C: 3.936 4.773 -2.435
C: 4.115 4.071 -1.083
C: 5.528 3.485 -1.042
C: 4.007 5.110 0.040
C: 3.028 2.997 -0.913
C: 1.727 3.335 -0.985
C: 0.628 2.313 -0.957
N: 1.053 1.037 -0.395
C: 2.333 0.760 -0.333
C: 3.383 1.621 -0.638
C: 2.633 -0.635 0.169
C: 3.938 -1.120 0.256
C: 4.206 -2.404 0.703
C: 3.119 -3.190 1.071
C: 1.852 -2.647 0.955
N: 1.598 -1.420 0.513
C: 5.655 -2.884 0.785
C: 5.754 -4.345 1.222
C: 6.410 -2.018 1.803
C: 6.321 -2.746 -0.591
H: 4.702 5.545 -2.574
H: 2.953 5.236 -2.510
H: 4.013 4.049 -3.249
H: 6.262 4.282 -1.204
H: 5.664 2.731 -1.820
H: 5.739 3.019 -0.077
H: 4.758 5.900 -0.086
H: 4.162 4.633 1.012
H: 3.016 5.566 0.050
H: 1.416 4.362 -1.152
H: -0.201 2.687 -0.347
H: 4.410 1.310 -0.566
H: 4.746 -0.467 -0.034
H: 3.231 -4.202 1.434
H: 0.984 -3.243 1.226
H: 5.349 -4.493 2.226
H: 6.803 -4.651 1.234
H: 5.216 -5.005 0.538
H: 5.962 -2.111 2.794
H: 6.379 -0.965 1.522
H: 7.458 -2.328 1.864
H: 5.777 -3.323 -1.343
H: 7.351 -3.113 -0.549
H: 6.342 -1.709 -0.925
O: -2.742 -2.694 2.430
H: -1.840 -3.025 2.366
H: -2.574 -1.746 2.554
S: -0.199 2.111 -2.634

Results of the Löwdin charge analysis, in e, for atoms 1 through 2:
1. Na 0.069
2. C -0.091

***

# 3
ORCA calculation (ωB97M-V/def2-TZVPD) on a structure of composition C22H31BN8NaO4Se2.

Properties
Orbital gap (spin up / spin down), eV: 5.0 / 5.1
Total charge: -2
2S+1: 2
Highest occupied orbital energy (spin up / spin down), eV: -1.1 / -1.2
E_tot, hartree: -6586.15179
Expectation value of S²: 0.755

Atoms and positions in Å:
Na: -1.616 0.998 -0.308
C: -3.563 -1.216 2.119
C: -2.252 -0.734 2.650
C: -1.765 -0.802 3.968
C: -0.545 -0.168 3.917
N: -0.330 0.224 2.645
N: -1.386 -0.109 1.868
B: 0.850 1.084 2.138
N: 1.498 0.505 0.846
C: 2.786 0.245 0.541
C: 2.863 -0.010 -0.810
C: 1.538 0.130 -1.273
C: 0.991 0.001 -2.658
N: 0.740 0.451 -0.269
N: 0.373 2.493 1.831
C: 1.074 3.461 1.207
C: 0.234 4.524 0.994
C: -1.006 4.106 1.527
C: -2.313 4.826 1.500
N: -0.910 2.887 2.030
N: 1.948 1.054 3.239
C: 2.586 -0.048 3.684
C: 3.400 0.322 4.730
C: 3.182 1.710 4.858
C: 3.811 2.672 5.814
N: 2.303 2.133 3.963
H: -3.953 -2.025 2.739
H: -3.467 -1.576 1.094
H: -4.300 -0.409 2.115
H: -2.241 -1.245 4.828
H: 0.176 0.032 4.692
H: 3.554 0.263 1.296
H: 3.740 -0.266 -1.382
H: 1.607 -0.672 -3.259
H: 0.960 0.973 -3.154
H: -0.028 -0.389 -2.622
H: 2.110 3.310 0.946
H: 0.453 5.448 0.486
H: -2.217 5.835 1.909
H: -3.042 4.275 2.093
H: -2.672 4.897 0.469
H: 2.396 -1.010 3.235
H: 4.048 -0.310 5.316
H: 3.941 2.221 6.800
H: 3.181 3.556 5.912
H: 4.795 2.998 5.465
O: -1.246 -6.103 -3.968
C: -0.440 -5.177 -4.691
C: -0.669 -3.746 -4.173
C: 0.252 -2.806 -4.958
O: 0.027 -2.775 -6.370
C: -0.282 -3.681 -2.733
Se: -2.619 -1.714 -1.589
C: -2.157 -3.391 -4.392
Se: -2.684 -1.564 -3.925
H: -0.939 -6.990 -4.170
H: -0.704 -5.241 -5.759
H: 0.624 -5.424 -4.576
H: 1.296 -3.076 -4.749
H: 0.078 -1.791 -4.608
H: 0.043 -3.677 -6.699
H: 0.349 -2.885 -2.364
H: -0.782 -4.312 -2.017
H: -2.775 -4.066 -3.802
H: -2.412 -3.517 -5.449
O: -2.792 4.819 -1.819
C: -2.128 3.829 -2.170
O: -1.938 2.746 -1.568
H: -1.635 3.898 -3.178

Results of the Löwdin charge analysis, in e, for atoms 1 through 2:
1. Na 0.215
2. C -0.044